Record 1
Formula: C4H7BaO
Source: the Open Molecules 2025 dataset
Level of theory: ωB97M-V/def2-TZVPD

Last column: Löwdin charge in e.
Atoms and positions in Å:
C -1.60 0.10 0.17  -0.164
C -0.21 -0.25 0.65  -0.129
C 1.18 -0.63 0.49  -0.363
O 2.14 -0.27 -0.27  -0.404
Ba 3.66 -0.71 -2.40  1.960
H -2.04 -0.63 -0.53  0.133
H -0.31 -0.27 1.75  0.153
H -2.26 0.43 0.97  0.142
H 0.20 -1.28 -0.32  0.245
C -0.79 1.18 -0.44  0.061
H -0.73 1.18 -1.53  0.096
H -0.81 2.18 0.00  0.105
H 1.58 -1.05 1.46  0.166

## Properties
Total charge: +2
HOMO-LUMO gap (alpha / beta) (eV): 5.535 / 8.257
Energy above the lowest of the compared OMol25 structures with the same formula, charge and spin (kJ/mol): 209.4
HOMO energy (alpha / beta) (eV): -14.11 / -16.90
Multiplicity: 2
DFT total energy (eV): -6980.87503

---

Record 2
Formula: C9H11FO3
Source: the Open Molecules 2025 dataset
Level of theory: ωB97M-V/def2-TZVPD

Last column: Löwdin charge in e.
Atoms and positions in Å:
C -0.13 0.49 -1.45  -0.059
C 1.17 0.36 -1.48  -0.115
C -1.05 0.61 -0.22  -0.254
C 2.06 0.04 -0.37  -0.058
C -2.02 1.76 -0.39  -0.166
C -0.59 0.38 1.19  0.016
C -1.42 -0.66 0.57  -0.412
C 3.16 0.83 1.49  -0.058
C -1.37 -2.56 -0.76  -0.078
O -2.46 2.33 0.60  0.069
O 2.33 1.09 0.34  -0.118
O -0.74 -1.85 0.27  -0.050
F -2.76 -0.81 1.01  0.059
H -0.70 0.76 -2.41  0.131
H 1.74 0.26 -2.46  0.134
H -2.28 1.82 -1.50  0.140
H 0.45 0.05 1.50  0.127
H -1.01 0.93 2.08  0.150
H 3.27 -0.22 1.66  0.077
H 2.69 1.33 2.27  0.059
H 4.20 1.33 1.31  0.130
H -0.59 -2.94 -1.41  0.086
H -1.93 -1.84 -1.30  0.074
H -2.00 -3.49 -0.54  0.117

## Properties
HOMO-LUMO gap (eV): 8.837
Energy above the lowest of the compared OMol25 structures with the same formula, charge and spin (kJ/mol): 349.7
HOMO energy (eV): -8.38
DFT total energy (eV): -18365.01256

---

Record 3
Formula: C3H5O3P
Source: the Open Molecules 2025 dataset
Level of theory: ωB97M-V/def2-TZVPD

Last column: Löwdin charge in e.
Atoms and positions in Å:
C 1.07 -0.83 -0.09  -0.341
C -0.34 -0.35 -0.40  -0.401
C 0.71 0.58 0.30  -0.579
O 1.91 -1.64 -0.31  0.143
O 1.35 1.65 -0.41  0.037
O 0.49 0.78 1.61  0.057
P -1.91 -0.98 0.41  0.806
H -0.33 -0.07 -1.88  0.250
H 2.31 1.53 -0.26  0.121
H -0.38 1.21 1.68  0.110
H -2.15 -2.03 -0.37  -0.159
H -2.73 0.14 -0.28  -0.044

## Properties
HOMO-LUMO gap (eV): 9.151
Energy above the lowest of the compared OMol25 structures with the same formula, charge and spin (kJ/mol): 535.4
HOMO energy (eV): -9.15
DFT total energy (eV): -18618.63033

---

Record 4
Formula: C36H46AsBN6O2P2S2V
Source: the Open Molecules 2025 dataset
Level of theory: ωB97M-V/def2-TZVPD

Last column: Löwdin charge in e.
Atoms and positions in Å:
V -0.28 0.15 -1.87  0.317
C -4.25 3.46 -0.94  0.020
N -3.69 2.94 -2.19  -0.095
C -4.35 2.99 -3.40  0.007
C -3.54 2.40 -4.31  -0.004
N -2.39 1.99 -3.66  0.014
B -1.20 1.31 -4.36  -0.470
N -1.60 -0.01 -5.03  0.012
C -1.90 -0.19 -6.37  -0.014
C -2.29 -1.47 -6.54  0.008
N -2.23 -2.08 -5.30  -0.094
C -2.60 -3.47 -5.04  0.015
C -1.80 -1.18 -4.41  -0.604
S -1.61 -1.53 -2.71  0.772
C -2.51 2.33 -2.37  -0.617
S -1.36 2.06 -1.08  0.739
H -5.14 2.90 -0.68  0.113
H -4.49 4.51 -1.07  0.112
H -3.51 3.35 -0.15  0.063
H -5.32 3.44 -3.51  0.147
H -3.69 2.25 -5.37  0.138
H -0.69 2.04 -5.17  0.105
H -0.33 1.08 -3.52  0.012
H -1.79 0.61 -7.08  0.137
H -2.61 -2.00 -7.42  0.145
H -2.43 -4.05 -5.94  0.108
H -3.64 -3.53 -4.75  0.113
H -1.97 -3.86 -4.23  0.079
C 0.03 0.31 1.82  -0.405
C -1.37 0.72 2.26  -0.431
As -1.53 1.14 4.21  1.327
C 0.12 2.15 4.42  -0.424
C 0.57 2.99 3.41  -0.143
C 1.68 3.81 3.61  -0.089
C 2.33 3.81 4.83  -0.078
C 1.87 2.99 5.86  -0.064
C 0.77 2.17 5.65  -0.120
C -0.99 -0.64 4.83  -0.415
C 0.32 -1.04 5.11  -0.127
C 0.59 -2.34 5.52  -0.077
C -0.45 -3.25 5.66  -0.083
C -1.75 -2.86 5.39  -0.085
C -2.02 -1.56 4.98  -0.127
P 0.11 -0.86 0.43  1.009
C -0.91 -2.26 0.94  -0.368
C -2.24 -2.32 0.54  -0.135
C -3.06 -3.33 1.02  -0.051
C -2.55 -4.27 1.90  -0.041
C -1.23 -4.21 2.31  -0.056
C -0.41 -3.20 1.84  -0.064
C 1.83 -1.48 0.44  -0.362
C 2.18 -2.50 -0.45  -0.089
C 3.46 -3.03 -0.45  -0.056
C 4.41 -2.57 0.46  -0.059
C 4.06 -1.56 1.36  -0.097
C 2.78 -1.01 1.34  -0.090
H 0.52 -0.23 2.64  0.059
H 0.65 1.19 1.59  0.067
H -2.08 -0.10 2.12  0.048
H -1.74 1.57 1.69  0.014
H 0.05 3.03 2.46  0.086
H 2.01 4.48 2.82  0.100
H 3.18 4.46 5.00  0.109
H 2.36 3.01 6.82  0.115
H 0.41 1.56 6.47  0.110
H 1.13 -0.32 5.05  0.089
H 1.60 -2.63 5.76  0.108
H -0.24 -4.26 6.00  0.113
H -2.57 -3.56 5.52  0.114
H -3.05 -1.26 4.81  0.098
H -2.65 -1.58 -0.13  0.067
H -4.10 -3.38 0.71  0.117
H -3.19 -5.06 2.27  0.121
H -0.84 -4.94 3.01  0.118
H 0.62 -3.15 2.19  0.113
H 1.44 -2.89 -1.14  0.116
H 3.71 -3.83 -1.13  0.122
H 5.39 -3.01 0.49  0.121
H 4.77 -1.24 2.11  0.122
H 2.53 -0.25 2.07  0.107
N 4.80 1.04 -0.57  0.173
C 4.26 0.51 -1.87  -0.132
P 2.65 1.35 -2.17  0.484
O 2.48 2.38 -1.11  -0.305
O 1.58 0.28 -2.36  -0.432
C 2.76 2.29 -3.75  -0.146
N 1.71 3.36 -3.66  0.175
H 4.68 0.33 0.17  0.122
H 4.23 1.87 -0.30  0.136
H 5.78 1.30 -0.62  0.181
H 4.11 -0.56 -1.77  0.099
H 4.98 0.70 -2.66  0.120
H 2.57 1.69 -4.64  0.123
H 3.72 2.78 -3.84  0.119
H 1.90 4.14 -4.29  0.184
H 1.68 3.72 -2.69  0.151
H 0.78 2.99 -3.89  0.113

## Properties
Total charge: +3
HOMO-LUMO gap (alpha / beta) (eV): 5.495 / 6.196
Energy above the lowest of the compared OMol25 structures with the same formula, charge and spin (kJ/mol): 0.0
HOMO energy (alpha / beta) (eV): -13.85 / -13.85
Multiplicity: 3
DFT total energy (eV): -178548.14663

---

Record 5
Formula: C18H26BrCuFNOP2
Source: the Open Molecules 2025 dataset
Level of theory: ωB97M-V/def2-TZVPD

Last column: Löwdin charge in e.
Atoms and positions in Å:
Cu 0.13 0.05 0.65  0.032
C 0.36 1.06 4.11  -0.245
P 0.57 -0.26 2.89  0.811
C 2.17 -1.01 3.34  -0.253
C -0.65 -1.53 3.40  -0.394
C -0.77 -2.66 2.37  -0.399
P -1.18 -1.98 0.71  0.827
C -1.15 -3.46 -0.35  -0.259
C -2.97 -1.63 0.86  -0.255
H 0.42 0.67 5.12  0.057
H -0.61 1.55 3.97  0.047
H 1.13 1.82 3.97  0.054
H 2.17 -1.35 4.38  0.056
H 2.96 -0.27 3.22  0.031
H 2.40 -1.85 2.69  0.046
H -1.61 -1.03 3.52  0.082
H -0.38 -1.92 4.39  0.094
H -1.52 -3.38 2.67  0.093
H 0.18 -3.20 2.28  0.083
H -1.81 -4.23 0.05  0.053
H -0.14 -3.86 -0.42  0.049
H -1.48 -3.21 -1.36  0.042
H -3.53 -2.50 1.22  0.054
H -3.36 -1.33 -0.11  0.043
H -3.13 -0.80 1.55  0.038
O 3.01 0.22 -4.91  0.110
C 2.38 0.13 -3.73  -0.295
C 1.06 -0.30 -3.59  0.023
C 0.53 -0.36 -2.33  -0.121
N 1.20 -0.01 -1.22  -0.030
C 2.46 0.39 -1.38  -0.714
Br 3.39 0.92 0.17  0.819
C 3.11 0.48 -2.60  -0.024
H 2.42 -0.04 -5.63  0.125
H 0.46 -0.58 -4.45  0.129
H -0.49 -0.67 -2.18  0.107
H 4.13 0.81 -2.67  0.124
F -1.20 2.98 -4.61  0.076
C -1.05 2.78 -3.29  -0.278
C -2.09 2.19 -2.59  0.003
C -1.92 1.98 -1.23  -0.034
C -0.73 2.35 -0.57  -0.321
C -0.53 2.07 0.82  -0.077
C 0.28 2.97 -1.33  -0.036
C 0.13 3.19 -2.69  0.008
H -3.00 1.92 -3.10  0.126
H -2.72 1.52 -0.66  0.115
H -1.41 1.90 1.43  0.069
H 0.28 2.58 1.33  0.066
H 1.20 3.26 -0.85  0.116
H 0.90 3.66 -3.28  0.130

## Properties
Total charge: +1
HOMO-LUMO gap (alpha / beta) (eV): 8.023 / 6.884
Energy above the lowest of the compared OMol25 structures with the same formula, charge and spin (kJ/mol): 8.7
HOMO energy (alpha / beta) (eV): -10.01 / -10.87
Multiplicity: 2
DFT total energy (eV): -158598.33960

---

Record 6
Formula: C52H54BrGeLaN4O2P
Source: the Open Molecules 2025 dataset
Level of theory: ωB97M-V/def2-TZVPD

Last column: Löwdin charge in e.
Atoms and positions in Å:
La -1.04 -0.28 0.75  1.527
C -2.09 -0.84 4.65  -0.051
O -1.04 -0.85 3.69  -0.183
C 0.22 -1.09 4.19  -0.201
C 0.53 -0.98 5.54  -0.064
C 1.83 -1.26 5.96  -0.663
Br 2.23 -1.05 7.81  0.766
C 2.81 -1.66 5.09  -0.062
C 2.50 -1.79 3.73  -0.064
C 1.21 -1.48 3.27  -0.195
O 0.88 -1.57 1.96  -0.131
C 3.47 -2.27 2.77  -0.233
N 3.19 -2.41 1.49  0.163
C 4.32 -2.91 0.89  -0.207
C 4.57 -3.25 -0.43  0.006
C 5.82 -3.73 -0.73  -0.075
C 6.81 -3.88 0.25  -0.078
C 6.58 -3.55 1.57  -0.014
C 5.32 -3.07 1.88  -0.183
N 4.75 -2.65 3.06  0.190
H -2.01 0.05 5.30  0.086
H -2.05 -1.74 5.27  0.114
H -3.03 -0.82 4.11  0.089
H -0.20 -0.70 6.28  0.105
H 3.79 -1.90 5.45  0.106
H 1.70 -1.96 1.48  0.077
H 3.81 -3.13 -1.18  0.117
H 6.05 -4.01 -1.75  0.106
H 7.78 -4.26 -0.04  0.107
H 7.35 -3.68 2.32  0.113
H 5.20 -2.70 3.95  0.163
C -0.04 3.85 0.74  -0.225
P 0.46 2.12 1.13  0.898
C 0.74 2.28 2.93  -0.372
C 1.97 2.37 3.56  -0.062
C 2.03 2.44 4.95  -0.059
C 0.87 2.46 5.70  -0.073
C -0.37 2.38 5.07  -0.087
C -0.43 2.27 3.70  -0.132
C 2.13 1.97 0.41  -0.379
C 2.97 0.95 0.84  -0.121
C 4.17 0.72 0.21  -0.060
C 4.55 1.51 -0.87  -0.063
C 3.72 2.52 -1.30  -0.068
C 2.51 2.75 -0.68  -0.083
H -0.30 3.92 -0.32  0.027
H 0.76 4.54 0.98  0.064
H -0.92 4.10 1.33  0.040
H 2.88 2.38 2.98  0.105
H 2.99 2.51 5.44  0.113
H 0.92 2.53 6.78  0.111
H -1.27 2.40 5.66  0.107
H -1.39 2.17 3.19  0.080
H 2.66 0.33 1.68  0.082
H 4.80 -0.10 0.53  0.101
H 5.49 1.32 -1.36  0.109
H 4.01 3.13 -2.14  0.111
H 1.85 3.52 -1.05  0.096
C 0.27 -0.81 -1.10  -0.535
Ge -0.24 -0.70 -2.96  0.832
C -0.64 1.08 -3.77  -0.281
C -0.95 2.22 -3.04  -0.140
C -1.26 3.41 -3.67  -0.100
C -1.27 3.47 -5.06  -0.092
C -0.96 2.35 -5.80  -0.080
C -0.64 1.16 -5.16  -0.120
C 1.31 -1.42 -3.95  -0.281
C 1.32 -2.71 -4.46  -0.105
C 2.48 -3.24 -5.01  -0.092
C 3.64 -2.49 -5.03  -0.101
C 3.64 -1.20 -4.52  -0.097
C 2.48 -0.68 -3.98  -0.120
C -1.83 -1.83 -3.36  -0.286
C -2.82 -1.45 -4.26  -0.119
C -3.82 -2.34 -4.62  -0.093
C -3.84 -3.62 -4.10  -0.093
C -2.87 -4.00 -3.19  -0.092
C -1.88 -3.10 -2.82  -0.137
H 1.35 -0.63 -1.00  -0.096
H -0.93 2.16 -1.95  0.056
H -1.49 4.29 -3.10  0.095
H -1.51 4.40 -5.55  0.102
H -0.96 2.40 -6.88  0.105
H -0.39 0.28 -5.74  0.106
H 0.41 -3.29 -4.44  0.091
H 2.47 -4.25 -5.41  0.101
H 4.54 -2.91 -5.45  0.098
H 4.54 -0.61 -4.55  0.097
H 2.48 0.33 -3.58  0.094
H -2.81 -0.46 -4.69  0.088
H -4.58 -2.04 -5.33  0.101
H -4.60 -4.32 -4.41  0.101
H -2.88 -5.00 -2.77  0.101
H -1.12 -3.40 -2.10  0.090
C -7.20 2.26 0.33  -0.056
C -6.55 0.89 0.50  -0.197
N -5.10 0.91 0.56  -0.084
C -4.50 1.05 1.88  -0.209
C -4.30 2.51 2.28  -0.052
C -4.34 0.79 -0.54  -0.401
C -5.02 0.81 -1.89  0.023
N -3.05 0.66 -0.47  -0.035
H -8.27 2.13 0.19  0.084
H -6.81 2.79 -0.54  0.070
H -7.05 2.88 1.20  0.061
H -6.86 0.23 -0.32  0.115
H -6.92 0.44 1.43  0.124
H -3.53 0.53 1.89  0.049
H -5.16 0.56 2.61  0.122
H -3.70 3.03 1.53  0.078
H -3.79 2.57 3.24  0.067
H -5.25 3.02 2.38  0.065
H -5.54 -0.13 -2.06  0.101
H -4.27 0.92 -2.67  0.083
H -5.73 1.63 -1.97  0.080
H -2.67 0.61 -1.42  0.020

## Properties
Total charge: +1
HOMO-LUMO gap (eV): 5.899
Energy above the lowest of the compared OMol25 structures with the same formula, charge and spin (kJ/mol): 0.0
HOMO energy (eV): -8.17
DFT total energy (eV): -201557.99562